Record 1
DFT (ωB97M-V with the def2-TZVPD basis set) results for a molecular structure, C21H24ClNW.

Element x y z (Å)
C (0.07315, 0.17298, 2.65612)
C (-1.11296, 0.29857, 6.10978)
C (2.58481, -0.36498, 0.06437)
C (0.22177, 0.68525, -6.17617)
Cl (0.45250, 1.72673, -1.28616)
H (2.20361, -0.24652, 4.09698)
C (-2.46038, 0.02930, 0.87595)
H (-2.50240, 2.23993, 0.64590)
C (1.25713, -2.23937, -0.18584)
H (0.78214, -1.29898, -5.81580)
H (1.56928, 2.06933, -5.34798)
H (-2.08014, 0.36986, 4.15641)
C (1.59769, 1.18159, -5.99557)
C (0.11609, 0.19916, 6.76061)
C (1.30493, -0.05600, 6.08322)
H (1.01408, -1.98470, -2.42151)
C (1.35764, -1.59865, -1.46878)
C (-2.00741, -0.45643, -1.37208)
C (-2.23761, -1.04170, -0.06300)
C (-2.12485, 0.96638, -1.19444)
W (-0.04516, -0.24329, -0.44620)
H (-1.78743, 1.08812, -5.67086)
H (-1.19149, 2.07938, -7.01556)
C (2.16728, -0.43305, -1.30283)
C (2.05879, -1.48922, 0.73992)
C (-2.33835, 1.25628, 0.18595)
H (2.52238, 0.17533, -2.12951)
C (1.31040, -0.06570, 4.70366)
H (2.22036, 0.38567, -5.56427)
H (3.26532, 0.38038, 0.50114)
C (0.07421, 0.13493, 4.04777)
H (-0.04566, -1.09680, -7.36355)
H (0.14149, 0.27952, 7.83947)
H (2.24600, -0.20453, 6.59254)
C (-0.90533, 1.62176, -6.05084)
H (2.06846, 1.48911, -6.95016)
H (-0.59909, 2.44236, -5.38737)
H (-2.44997, -2.09886, 0.10660)
C (-1.15057, 0.28834, 4.72888)
H (-1.01746, -0.98834, -5.89144)
H (-2.09632, -0.99087, -2.31571)
H (-2.04470, 0.41859, 6.64945)
H (0.87671, -3.24632, -0.02986)
H (-2.13347, 1.66598, -2.02719)
C (-0.03081, -0.75409, -6.31370)
H (-2.83587, -0.10292, 1.89988)
N (0.03217, -0.07819, 1.50220)
H (2.38024, -1.85331, 1.71930)

Its charge is +2. Its expectation value of S² is 2.0186. The calculation puts the HOMO energy (alpha / beta) at -10.795 / -15.924 eV. Its multiplicity is 3. The calculation puts the HOMO-LUMO gap (alpha / beta) at 3.019 / 7.358 eV.

---

Record 2
DFT (ωB97M-V with the def2-TZVPD basis set) results for 6 unconnected molecules or ions with the total composition C21H24F3N3O9.

Element x y z (Å)
C (0.66574, 7.21376, 2.68440)
C (-1.60695, -4.29930, 2.89367)
O (5.55749, 3.94817, -2.00450)
O (1.61312, 0.54617, 0.47141)
H (2.28951, 5.91534, 1.80491)
O (0.66131, 2.23259, 1.71339)
H (0.58929, 1.24004, -4.45915)
H (-2.14375, -1.16733, -2.36156)
O (3.36328, 4.42071, -1.27764)
H (1.76774, 4.83343, -2.57525)
C (-1.02909, -6.47443, 2.66162)
F (1.17813, 3.91801, -0.86782)
C (-0.73735, -5.31824, -0.76661)
H (0.50259, -4.81299, 2.72722)
H (2.21923, 1.95320, -1.59393)
C (-2.73558, -5.07792, 2.82401)
C (-0.50307, -5.20528, 2.76111)
H (-2.78348, -4.59234, -0.24947)
C (1.05471, -0.47543, -0.29225)
C (2.10306, 4.10145, -1.84049)
H (-1.49981, 7.50695, 3.07909)
F (-1.47790, -6.35151, -1.28600)
H (-1.28940, -3.58881, 0.23648)
C (4.33275, 3.75287, -2.04127)
H (-0.93829, -1.45654, 0.28154)
C (-0.03572, -0.96306, 0.64201)
O (3.72641, 2.80340, -2.69327)
C (-0.62682, 6.88034, 3.18712)
C (0.65595, 1.07274, 1.27602)
N (-2.38325, -6.41232, 2.84060)
C (-0.15050, 0.89154, -3.75369)
H (-0.53741, 2.76858, -2.58277)
H (-0.52235, -7.41230, 2.48832)
O (0.10990, -4.77665, -1.69148)
C (2.36134, 2.74761, -2.32660)
H (0.85202, 4.08624, 2.83928)
H (-0.65659, -1.17404, -4.41958)
N (-1.62859, -0.35244, -2.66264)
C (1.39399, 6.04087, 2.39541)
H (-0.30123, -5.73833, 0.13972)
C (-0.81113, -0.30354, -3.79931)
H (1.81753, 2.54870, -3.25008)
H (-1.59145, -3.21992, 2.92690)
H (1.06434, 8.19565, 2.47607)
H (1.82990, -1.17349, -0.60833)
H (0.55959, -0.10351, -1.18925)
C (-0.79115, 1.73765, -2.78072)
O (-0.29565, 0.18490, 1.44987)
O (-1.65738, -3.37033, -1.68689)
F (0.43516, -1.94695, 1.45195)
H (-2.05755, 0.93745, -1.01650)
N (0.61272, 5.06661, 2.88056)
C (-1.61075, 0.83547, -1.99445)
C (-0.57572, 5.53361, 3.37109)
O (0.01848, -3.07631, -3.17050)
C (-0.47371, -3.67950, -2.24521)
C (-1.77977, -4.23994, -0.48717)
H (-1.36037, 4.82817, 3.60148)
H (-3.75427, -4.76004, 2.99017)
H (-2.98920, -7.21945, 2.87893)

Its charge is +1. Its expectation value of S² is 0.7639. The calculation puts the HOMO energy (alpha / beta) at -9.421 / -9.408 eV. Its multiplicity is 2. The calculation puts the HOMO-LUMO gap (alpha / beta) at 5.413 / 1.413 eV.

---

Record 3
DFT (ωB97M-V with the def2-TZVPD basis set) results for a single C21H24FN3O2 molecule.

Element x y z (Å)
C (0.48359, 3.15864, -0.02661)
H (4.24204, 1.53109, -2.01706)
H (1.80947, -4.06766, -1.06259)
C (1.25632, -3.12296, -1.09572)
N (2.11949, -2.03416, -0.70508)
H (2.88619, 5.53049, -0.01960)
H (-0.56324, -4.06073, -0.44585)
O (1.73091, -0.95504, -2.65802)
H (3.41772, 0.03226, -0.18760)
H (-0.57906, -2.29660, -0.38600)
C (2.39969, 4.58523, -0.21157)
C (2.58176, -2.02944, 0.66975)
H (4.09256, 3.75534, -1.22366)
C (-2.09608, 0.35230, 0.43298)
O (0.43403, -1.16381, 2.60149)
C (-3.97545, 1.13555, -0.79311)
H (2.21384, -3.04159, 2.51186)
H (0.57625, 5.14857, 0.75781)
H (0.06896, -4.13459, 1.77351)
H (2.38757, -4.13406, 1.13460)
H (3.67697, -2.11673, 0.70262)
H (2.72928, 1.07684, -2.84168)
H (-1.95455, 1.46709, -1.40368)
N (3.11861, 0.00776, -1.14754)
C (0.02910, -3.18227, -0.18578)
C (1.96533, -3.18258, 1.45912)
H (0.95306, -2.93247, -2.12713)
H (-1.02795, 0.26661, 0.56718)
H (-4.98605, -0.53164, 1.94401)
H (-5.90883, 0.69290, -0.00314)
H (-0.52838, 2.98982, 0.31227)
C (3.19135, 1.26216, -1.86630)
C (2.26978, -0.98040, -1.56387)
H (2.28766, -1.09572, 1.16411)
C (0.44206, -3.21708, 1.30600)
H (-3.14372, -1.35968, 3.18995)
C (-2.94543, -0.21489, 1.37773)
H (-2.01996, -2.80334, 1.53185)
C (3.07868, 3.58661, -0.88877)
H (0.68156, 1.22105, -0.92287)
C (-4.31857, -0.09490, 1.21568)
C (2.46488, 2.36915, -1.14611)
C (-4.84414, 0.58717, 0.13211)
C (1.16046, 2.16635, -0.71093)
N (-1.54715, -2.08841, 2.06177)
H (-1.68154, -0.34105, 3.11178)
C (-2.35493, -0.98133, 2.53390)
C (1.10376, 4.37167, 0.22436)
F (-4.48342, 1.79596, -1.85327)
C (-2.60205, 1.02771, -0.66135)
C (-0.19457, -2.04417, 2.05272)

The calculation puts the HOMO energy at -8.799 eV. Its multiplicity is 1. The calculation puts the HOMO-LUMO gap at 9.448 eV.

---

Energy relative to the best compared isomer or geometry (same formula, charge and spin)
In order: 0.000, 0.000, 0.254
Unit: eV